# 1
Computed, not measured: a structure of composition C6H8CdO6, with ωB97M-V with the def2-TZVPD basis set.

Element x y z (Å)
O1 2.26 0.74 0.96
C1 -0.01 -1.98 0.97
C2 2.71 -0.17 0.02
O2 -0.44 -2.88 1.64
O3 1.14 -2.05 0.34
C3 1.64 -1.06 -0.59
H1 3.49 -0.83 0.45
H2 3.18 0.33 -0.85
H3 2.05 -1.64 -1.41
H4 0.80 -0.46 -0.98
H5 -2.35 2.50 -1.12
O4 -0.56 0.18 1.83
O5 -0.46 2.01 -0.43
C4 -1.67 1.64 -0.97
C5 -2.45 0.65 -0.13
O6 -1.68 -0.59 0.03
C6 -0.76 -0.64 0.93
H6 -1.50 1.18 -1.97
H7 -3.37 0.33 -0.63
H8 -2.68 1.04 0.87
Cd1 0.65 1.69 1.04

Values from the calculation:
LUMO energy   -0.01766 Eh
HOMO   -9.30 eV
Energy relative to the best compared isomer or geometry (same formula, charge and spin)   1.5 kcal/mol
Frontier orbital gap   8.8 eV
Net charge   0

Results of the Löwdin charge analysis, in e, for atoms 1 through 5: O -0.449; C -0.409; C -0.362; O 0.167; O 0.061

***

# 2
Computed, not measured: a structure of composition C6H8Cl4Si, with ωB97M-V with the def2-TZVPD basis set.

Element x y z (Å)
C1 1.61 -1.79 -2.02
C2 0.41 0.40 2.18
C3 1.12 -0.71 -1.40
C4 -0.76 0.24 1.49
C5 1.38 0.69 -1.87
C6 -2.02 0.92 1.97
Si1 -0.95 -0.89 -0.03
Cl1 1.62 1.84 -0.53
Cl2 -2.14 2.44 0.76
Cl3 -2.51 -0.40 -1.20
Cl4 -1.19 -2.75 0.67
H1 1.30 -2.82 -1.90
H2 2.33 -1.78 -2.75
H3 1.33 -0.06 1.91
H4 0.56 1.00 3.11
H5 2.19 0.81 -2.60
H6 0.57 1.16 -2.42
H7 -2.90 0.45 1.56
H8 -1.93 1.25 3.08

Values from the calculation:
LUMO energy   0.00546 Eh
HOMO   -9.49 eV
Energy relative to the best compared isomer or geometry (same formula, charge and spin)   32.4 kcal/mol
Frontier orbital gap   9.6 eV
Net charge   0

Results of the Löwdin charge analysis, in e, for atoms 1 through 5: C -0.030; C -0.019; C -0.286; C -0.554; C -0.635

***

# 3
Computed, not measured: the ion C6H8ClF3N3O with charge +1, with ωB97M-V with the def2-TZVPD basis set.

Element x y z (Å)
C1 1.00 -1.96 0.07
N1 0.18 -0.73 0.35
N2 -1.24 -0.89 0.16
C2 -2.02 0.18 0.21
C3 -3.54 0.00 0.06
F1 -4.16 1.20 0.20
F2 -3.89 -0.48 -1.15
F3 -4.09 -0.89 0.93
N3 -1.49 1.38 0.46
C4 -0.05 1.69 0.45
C5 -0.04 3.04 -0.25
O1 -1.04 3.66 -0.27
C6 0.71 0.50 -0.19
Cl1 2.41 0.71 0.32
H1 0.51 -2.81 0.62
H2 0.97 -2.33 -0.92
H3 1.97 -1.72 0.14
H4 -1.38 -1.85 0.03
H5 -1.85 2.35 0.21
H6 0.42 2.00 1.35
H7 0.99 3.24 -0.66
H8 0.60 0.65 -1.28

Values from the calculation:
LUMO energy   -0.15523 Eh
HOMO   -13.94 eV
Frontier orbital gap   9.7 eV
Net charge   +1

Results of the Löwdin charge analysis, in e, for atoms 1 through 5: C -0.007; N -0.140; N 0.194; C -0.091; C -0.483

***

# 4
Computed, not measured: the molecule C6H8ClN, with ωB97M-V with the def2-TZVPD basis set.

Element x y z (Å)
N1 -1.93 -0.92 0.27
C1 -0.69 -0.13 0.11
C2 0.30 -0.09 1.33
C3 1.70 0.02 0.72
C4 1.75 0.02 -0.63
C5 0.30 -0.07 -1.09
C6 -0.66 1.09 -0.75
Cl1 -2.16 0.91 -1.92
H1 -1.45 -1.97 0.66
H2 -2.62 -1.02 -0.54
H3 0.20 -0.77 2.17
H4 0.20 0.89 1.87
H5 2.69 0.11 1.28
H6 2.69 0.18 -1.16
H7 0.14 -0.32 -2.18
H8 -0.47 2.07 -0.16

Values from the calculation:
LUMO energy   0.03396 Eh
HOMO   -8.76 eV
Energy relative to the best compared isomer or geometry (same formula, charge and spin)   63.5 kcal/mol
Frontier orbital gap   9.7 eV
Net charge   0

Results of the Löwdin charge analysis, in e, for atoms 1 through 5: N -0.009; C -0.524; C -0.110; C -0.112; C -0.059

***

# 5
Computed, not measured: a structure of composition C6H8ClN, with ωB97M-V with the def2-TZVPD basis set.

Element x y z (Å)
C1 0.48 -0.35 0.12
C2 -0.96 -0.57 0.47
C3 -1.13 0.79 -0.28
C4 -0.33 1.68 0.67
C5 0.82 0.97 0.85
C6 -0.02 0.27 -1.17
H1 1.67 -1.89 0.85
H2 1.21 -2.19 -0.66
H3 -1.22 -0.80 1.49
H4 -1.40 -1.41 -0.07
H5 -2.15 1.02 -0.64
H6 -0.54 2.71 1.00
H7 1.68 1.15 1.49
H8 0.69 0.97 -1.61
N1 1.52 -1.40 -0.02
Cl1 -0.32 -0.95 -2.50

Values from the calculation:
LUMO energy   0.03782 Eh
HOMO   -9.32 eV
Energy relative to the best compared isomer or geometry (same formula, charge and spin)   37.3 kcal/mol
Frontier orbital gap   10.4 eV
Net charge   0

Results of the Löwdin charge analysis, in e, for atoms 1 through 5: C -0.545; C -0.114; C -0.223; C -0.029; C 0.009

***

# 6
Computed, not measured: a cluster of 2 separate species, C6H8ClNO in total, with ωB97M-V with the def2-TZVPD basis set.

Element x y z (Å)
Cl1 -1.45 3.32 -0.63
C1 -0.32 2.29 0.14
C2 -0.67 1.45 1.17
C3 0.41 0.74 1.74
C4 1.67 0.84 1.22
C5 1.86 1.79 0.24
N1 0.89 2.49 -0.30
H1 -1.72 1.29 1.50
H2 0.18 0.14 2.68
H3 2.47 0.06 1.61
H4 2.90 2.12 -0.21
C6 -1.10 -0.84 -2.56
O1 -0.75 -0.40 -1.27
H5 -2.12 -0.74 -2.82
H6 -1.01 -2.00 -2.59
H7 -0.52 -0.56 -3.36
H8 -0.22 -1.04 -0.82

Values from the calculation:
LUMO energy   0.02724 Eh
HOMO   -9.33 eV
Energy relative to the best compared isomer or geometry (same formula, charge and spin)   16.3 kcal/mol
Frontier orbital gap   10.1 eV
Net charge   0

Results of the Löwdin charge analysis, in e, for atoms 1 through 5: Cl 0.697; C -0.806; C -0.100; C -0.102; C -0.111

***

# 7
Computed, not measured: the molecule C6H8ClP, with ωB97M-V with the def2-TZVPD basis set.

Element x y z (Å)
C1 -0.20 1.50 0.01
C2 -1.60 1.37 -0.30
C3 0.57 0.51 0.47
C4 -2.23 0.26 0.03
C5 2.06 0.49 0.85
C6 0.05 -2.03 -0.65
P1 -0.21 -1.05 0.88
Cl1 -3.89 -0.09 -0.21
H1 0.12 2.42 -0.39
H2 -2.10 2.05 -1.02
H3 2.41 1.41 1.37
H4 2.67 0.03 0.01
H5 2.21 -0.14 1.75
H6 0.93 -2.84 -0.45
H7 0.12 -1.32 -1.53
H8 -0.90 -2.56 -0.82

Values from the calculation:
LUMO energy   -0.00458 Eh
HOMO   -8.34 eV
Energy relative to the best compared isomer or geometry (same formula, charge and spin)   55.6 kcal/mol
Frontier orbital gap   8.2 eV
Net charge   0

Results of the Löwdin charge analysis, in e, for atoms 1 through 5: C -0.161; C -0.277; C -0.559; C -0.668; C -0.136

***

# 8
Computed, not measured: a structure of composition C6H8CrO6, with ωB97M-V with the def2-TZVPD basis set.

Element x y z (Å)
O1 3.66 0.92 -1.08
C1 2.67 0.47 -0.47
O2 1.71 1.35 -0.27
O3 2.72 -0.70 0.07
C2 1.56 -1.31 0.69
C3 0.40 -1.38 -0.25
C4 -0.86 -1.38 0.20
C5 -2.03 -0.99 -0.65
Cr1 3.20 2.76 -0.51
H1 1.33 -0.77 1.61
H2 1.92 -2.32 0.94
H3 0.59 -1.54 -1.31
H4 -1.07 -1.51 1.27
H5 -2.88 -1.63 -0.40
H6 -1.81 -1.11 -1.72
O4 -2.61 0.32 -0.53
C6 -2.22 1.38 0.11
O5 -1.15 1.91 -0.21
H7 -2.64 2.57 1.54
O6 -2.82 1.66 1.23
H8 0.36 1.32 -0.24

Values from the calculation:
2S+1   5
LUMO energy (spin up / spin down)   -0.39751 / -0.36466 Eh
Expectation value of S²   6.0210
HOMO (spin up / spin down)   -17.04 / -17.04 eV
Energy relative to the best compared isomer or geometry (same formula, charge and spin)   24.2 kcal/mol
Frontier orbital gap (spin up / spin down)   6.2 / 7.1 eV
Net charge   +2

Results of the Löwdin charge analysis, in e, for atoms 1 through 5: O 0.061; C -0.627; O -0.042; O 0.141; C -0.078

***

# 9
Computed, not measured: a structure of composition C6H8CsLiO6, with ωB97M-V with the def2-TZVPD basis set.

Element x y z (Å)
Cs1 1.33 -2.02 0.48
O1 0.99 0.52 -0.27
O2 -2.82 0.02 -1.10
C1 -3.43 -1.27 -1.36
C2 -2.25 -2.23 -1.25
O3 -1.17 -1.33 -0.87
C3 -1.57 -0.07 -0.71
H1 -4.21 -1.44 -0.61
H2 -3.86 -1.23 -2.37
H3 -1.95 -2.71 -2.18
H4 -2.40 -3.00 -0.48
Li1 -0.42 1.59 0.28
O4 0.15 1.66 2.13
O5 2.33 1.15 2.16
C4 2.74 1.92 1.03
C5 2.46 1.11 -0.24
O6 1.19 -0.47 2.48
C6 1.01 0.75 2.14
H5 2.15 2.85 1.02
H6 3.82 2.03 1.15
H7 3.27 0.36 -0.35
H8 2.65 1.82 -1.07

Values from the calculation:
LUMO energy   -0.01136 Eh
HOMO   -7.65 eV
Energy relative to the best compared isomer or geometry (same formula, charge and spin)   34.0 kcal/mol
Frontier orbital gap   7.3 eV
Net charge   0

Results of the Löwdin charge analysis, in e, for atoms 1 through 5: Cs 1.350; O -0.689; O -0.021; C -0.097; C -0.104

***

# 10
Computed, not measured: a cluster of 2 separate species, C6H8F2 in total, with ωB97M-V with the def2-TZVPD basis set.

Element x y z (Å)
C1 -0.19 1.87 -0.35
C2 -1.08 3.27 -1.78
C3 -0.18 0.63 -0.77
C4 -0.26 -1.84 -0.28
C5 0.27 2.59 0.84
C6 0.43 -0.51 -0.02
F1 -0.95 4.41 -1.20
F2 1.41 2.02 1.39
H1 -0.61 0.38 -1.73
H2 -1.27 -1.85 0.13
H3 0.31 -2.64 0.19
H4 -0.32 -2.04 -1.35
H5 -0.49 2.56 1.63
H6 0.53 3.63 0.62
H7 1.47 -0.58 -0.34
H8 0.44 -0.30 1.05

Values from the calculation:
LUMO energy   -0.01790 Eh
HOMO   -8.63 eV
Energy relative to the best compared isomer or geometry (same formula, charge and spin)   117.9 kcal/mol
Frontier orbital gap   8.1 eV
Net charge   0

Results of the Löwdin charge analysis, in e, for atoms 1 through 5: C -0.121; C 0.181; C -0.142; C -0.114; C -0.234